(i)
DFT (ωB97M-V/def2-TZVPD) results for one molecule with the formula C3HNO3.

LUMO energy ... -0.755 eV
SMILES ... N#CC(=O)OC=O

Geometry as ORCA input:
```
! wB97M-V def2-TZVPD RIJCOSX def2/J DEFGRID3
* xyz 0 1
C 1.496 -0.603 -0.217
C -1.412 -0.170 0.106
C 0.788 0.708 0.049
N 1.827 -1.661 -0.531
O -0.511 0.766 -0.334
O 1.260 1.731 0.478
O -1.234 -0.887 1.014
H -2.215 0.117 -0.564
*
```

(ii)
DFT (ωB97M-V/def2-TZVPD) results for a 2-piece molecular cluster, C3HNO3 overall.

LUMO energy (alpha / beta) ... -0.805 / -0.805 eV

Geometry as ORCA input:
```
! wB97M-V def2-TZVPD RIJCOSX def2/J DEFGRID3
* xyz 0 1
C 2.443 -0.568 0.164
C 2.943 0.824 0.035
C -0.193 0.956 0.951
N 1.644 0.488 0.288
O 2.609 -1.761 0.113
O 3.688 1.713 -0.213
O -1.066 1.241 0.227
H -0.194 0.884 1.955
*
```

Q: Which of them is the most stable? A: (i).

(i)
DFT (ωB97M-V/def2-TZVPD) results for one molecule with the formula C3H9N3S.

LUMO energy ... 0.727 eV
SMILES ... CC(=S)NN(C)N

Geometry as ORCA input:
```
! wB97M-V def2-TZVPD RIJCOSX def2/J DEFGRID3
* xyz 0 1
C -1.602 0.163 -0.255
C -1.776 -1.099 0.518
C 1.811 -0.141 -0.945
N 1.323 0.623 1.210
N -0.349 0.613 -0.436
N 0.795 -0.025 0.082
S -2.859 1.025 -0.862
H -1.904 -0.862 1.575
H -0.902 -1.738 0.411
H -2.672 -1.613 0.182
H 1.407 -0.728 -1.766
H 2.140 0.837 -1.321
H 2.661 -0.659 -0.508
H 1.473 1.625 1.063
H 0.700 0.491 1.999
H -0.245 1.489 -0.949
*
```

(ii)
DFT (ωB97M-V/def2-TZVPD) results for one molecule with the formula C3H9N3S.

LUMO energy ... 0.780 eV
SMILES ... [H]/N=C(/NN)[C@H](C)S

Geometry as ORCA input:
```
! wB97M-V def2-TZVPD RIJCOSX def2/J DEFGRID3
* xyz 0 1
C 0.026 -0.828 1.434
C -0.537 -0.614 0.020
C 0.602 -0.037 -0.878
H -0.764 -1.236 2.084
H 0.927 -1.461 1.370
H 0.357 0.109 1.898
H -1.386 0.068 0.048
H -2.448 -2.111 -0.063
H 1.225 -1.578 -1.796
H 1.510 1.690 -1.246
H -0.706 2.622 -0.724
H 0.254 2.772 0.654
N 1.377 -0.588 -1.737
N 0.866 1.308 -0.553
N -0.133 2.119 -0.012
S -1.171 -2.235 -0.500
*
```

(iii)
DFT (ωB97M-V/def2-TZVPD) results for a 2-piece molecular cluster, C3H9N3S overall.

LUMO energy ... -0.916 eV

Geometry as ORCA input:
```
! wB97M-V def2-TZVPD RIJCOSX def2/J DEFGRID3
* xyz 0 1
C -0.513 1.911 -1.261
C -0.845 1.702 0.301
C -1.142 -0.611 0.573
H 1.103 2.900 -0.937
H 1.289 1.306 -1.256
H -1.157 2.726 -1.873
H -0.863 0.814 -1.753
H -2.008 1.549 0.325
H -0.331 2.579 1.028
H -2.304 -0.542 0.536
H -1.221 -3.172 0.358
H 1.785 -0.990 1.365
N 0.868 2.238 -1.702
N -0.412 0.414 0.495
N -0.505 -1.833 0.742
S 1.191 -1.932 0.487
*
```

Q: Which of them is the most stable? A: (ii).

(i)
DFT (ωB97M-V/def2-TZVPD) results for C20H43OP3SeTc as an isolated structure.

LUMO energy (alpha / beta) ... -13.001 / -15.237 eV
Expectation value of S² ... 3.78

Geometry as ORCA input:
```
! wB97M-V def2-TZVPD RIJCOSX def2/J DEFGRID3
* xyz 4 4
Tc -0.088 -0.126 -1.026
P -1.406 1.644 -1.557
P -0.043 0.491 1.269
P -1.758 -1.592 -0.608
H 1.659 -1.527 -4.321
C 0.566 -1.536 -4.231
C -0.024 -0.819 -3.221
H 0.795 -0.173 -2.748
C -0.340 3.016 -2.166
C -2.474 2.506 -0.315
C -2.610 1.373 -2.935
C 1.049 -0.623 2.240
C 0.728 2.123 1.652
C -1.493 0.579 2.424
C -2.247 -2.622 -2.018
C -3.404 -1.077 -0.017
C -1.253 -2.866 0.603
H 0.012 -1.909 -5.111
H -1.025 -0.463 -3.501
H 0.315 2.643 -2.969
H 0.277 3.409 -1.346
H -0.972 3.830 -2.563
H -1.874 2.879 0.531
H -3.262 1.827 0.054
H -2.960 3.376 -0.796
H -2.143 0.861 -3.783
H -2.976 2.354 -3.286
H -3.461 0.782 -2.575
H 1.038 -0.333 3.302
H 2.074 -0.562 1.858
H 0.707 -1.659 2.147
H 0.478 2.424 2.681
H 0.360 2.902 0.974
H 1.820 2.062 1.564
H -1.150 1.030 3.364
H -1.883 -0.422 2.631
H -2.285 1.207 2.007
H -2.938 -3.389 -1.653
H -1.373 -3.108 -2.469
H -2.739 -2.017 -2.784
H -4.037 -1.971 -0.001
H -3.850 -0.345 -0.696
H -3.359 -0.656 0.990
H -1.873 -3.757 0.443
H -1.383 -2.522 1.634
H -0.208 -3.162 0.454
C 2.071 -4.122 -0.627
C 1.625 -3.664 -1.884
C 0.734 -4.450 -2.615
C 0.138 -5.568 -2.024
C 0.437 -5.925 -0.700
C 1.401 -5.192 0.001
Se 3.642 -3.341 0.222
H 2.940 -3.453 1.545
H 1.985 -2.719 -2.301
H 0.489 -4.164 -3.645
H -0.617 -6.113 -2.596
H -0.083 -6.758 -0.210
H 1.637 -5.409 1.048
C 3.220 2.195 -0.863
C 3.003 0.767 -1.150
C 4.204 -0.071 -1.400
O 1.858 0.231 -1.156
H 3.581 2.717 -1.759
H 4.005 2.292 -0.096
H 2.308 2.680 -0.520
H 4.004 -1.139 -1.233
H 4.568 0.066 -2.431
H 5.011 0.245 -0.723
*
```

(ii)
DFT (ωB97M-V/def2-TZVPD) results for C20H43OP3SeTc as an isolated structure.

LUMO energy (alpha / beta) ... -13.616 / -15.554 eV
Expectation value of S² ... 4.09

Geometry as ORCA input:
```
! wB97M-V def2-TZVPD RIJCOSX def2/J DEFGRID3
* xyz 4 4
Tc -0.710 -0.585 0.496
P -3.018 -0.537 0.728
P -0.760 -1.778 -1.566
P -0.360 1.279 1.972
H 6.003 2.667 -4.260
C 6.476 2.914 -3.307
C 7.255 2.048 -2.653
H 7.536 1.081 -3.091
C -4.032 0.624 -0.279
C -3.863 -2.132 0.382
C -3.670 -0.210 2.413
C 0.857 -1.772 -2.409
C -1.145 -3.549 -1.352
C -1.915 -1.260 -2.899
C 1.349 1.935 1.901
C -0.622 1.003 3.758
C -1.356 2.803 1.697
H 6.345 3.926 -2.911
H 7.708 2.345 -1.696
H -5.096 0.421 -0.089
H -3.824 0.494 -1.347
H -3.807 1.662 -0.009
H -4.917 -2.046 0.685
H -3.402 -2.944 0.959
H -3.821 -2.394 -0.682
H -4.760 -0.361 2.406
H -3.464 0.817 2.741
H -3.231 -0.906 3.138
H 0.870 -2.568 -3.168
H 1.652 -1.956 -1.674
H 1.048 -0.801 -2.885
H -1.499 -3.950 -2.311
H -1.924 -3.704 -0.596
H -0.238 -4.076 -1.036
H -1.874 -2.019 -3.691
H -1.602 -0.288 -3.304
H -2.945 -1.173 -2.531
H 1.517 2.617 2.746
H 1.523 2.463 0.954
H 2.058 1.101 1.959
H -0.524 1.959 4.290
H 0.129 0.305 4.144
H -1.619 0.595 3.962
H -1.187 3.484 2.544
H -2.427 2.576 1.627
H -1.029 3.286 0.767
C 1.194 1.942 -1.770
C 2.393 1.259 -1.573
C 3.588 1.824 -2.040
C 3.529 3.040 -2.725
C 2.336 3.733 -2.911
C 1.158 3.184 -2.430
Se -0.591 1.275 -1.232
H 0.717 0.101 0.064
H 2.390 0.302 -1.054
H 4.549 1.329 -1.881
H 4.426 3.481 -3.145
H 2.341 4.688 -3.432
H 0.208 3.698 -2.560
C -0.428 -2.430 3.910
C -0.499 -2.949 2.512
C -0.807 -4.395 2.354
O -0.278 -2.239 1.498
H -0.388 -3.272 4.624
H -1.334 -1.850 4.149
H 0.456 -1.800 4.074
H -1.739 -4.623 2.884
H -0.886 -4.719 1.309
H -0.022 -4.975 2.851
*
```

Q: Which of them is the most stable? A: (i).